[1]
Formula: C36H34F4FeN2O3PS
Source: the Open Molecules 2025 dataset
Level of theory: wB97M-V/def2-TZVPD

```
! RIJCOSX wB97M-V def2-TZVPD def2/J DEFGRID3
* xyz 0 6
Fe -0.916 0.180 0.158
C -0.760 2.280 -3.423
C 0.085 3.271 -2.636
N -0.209 3.278 -1.210
C 0.778 4.071 -0.481
C 0.762 3.808 1.018
C -1.581 3.700 -0.919
C -2.506 2.551 -0.530
N -1.982 1.797 0.601
C -2.448 1.967 1.855
C -1.914 1.153 2.883
F -0.933 0.260 2.527
C -2.286 1.194 4.201
F -1.693 0.351 5.065
C -3.245 2.082 4.647
C -3.773 2.919 3.686
F -4.692 3.829 4.052
C -3.403 2.885 2.355
F -3.984 3.808 1.553
H -0.398 2.208 -4.449
H -1.806 2.581 -3.463
H -0.724 1.290 -2.966
H -0.034 4.279 -3.071
H 1.142 3.009 -2.750
H 0.639 5.148 -0.677
H 1.765 3.811 -0.874
H -0.132 4.207 1.498
H 1.631 4.269 1.491
H 0.790 2.734 1.203
H -2.013 4.235 -1.777
H -1.568 4.412 -0.091
H -2.623 1.863 -1.370
H -3.489 2.974 -0.335
H -3.552 2.132 5.680
O -2.517 -1.167 0.779
S -2.928 -1.492 -0.601
O -4.328 -1.599 -0.854
O -2.172 -0.578 -1.496
C -2.196 -3.085 -0.860
C -2.988 -4.153 -1.246
C -2.416 -5.405 -1.406
C -1.059 -5.582 -1.184
C -0.269 -4.505 -0.810
C -0.832 -3.242 -0.634
P 0.319 -1.854 -0.253
C 1.385 -2.023 -1.715
C 0.823 -1.629 -2.929
C 1.567 -1.714 -4.094
C 2.868 -2.199 -4.055
C 3.418 -2.612 -2.851
C 2.677 -2.527 -1.679
C 1.143 -2.313 1.256
C 2.291 -1.427 1.662
C 2.791 -1.712 3.040
C 2.200 -2.608 3.859
C 1.077 -3.362 3.431
C 0.574 -3.199 2.137
H -4.044 -3.985 -1.408
H -3.032 -6.243 -1.706
H -0.608 -6.557 -1.309
H 0.794 -4.647 -0.659
H -0.196 -1.256 -2.957
H 1.130 -1.403 -5.034
H 3.449 -2.264 -4.965
H 4.426 -3.005 -2.821
H 3.110 -2.868 -0.747
H 3.124 -1.568 0.957
H 3.659 -1.161 3.376
H 2.587 -2.758 4.858
H 0.603 -4.059 4.107
H -0.294 -3.771 1.837
C 3.695 1.474 0.401
C 3.007 1.402 -0.843
C 1.744 0.819 -0.899
C 1.119 0.278 0.208
C 1.908 0.102 1.481
C 3.179 0.898 1.505
H 4.639 2.001 0.457
H 3.425 1.863 -1.727
H 1.215 0.849 -1.845
H 1.286 0.366 2.344
H 3.715 0.946 2.445
*
```

E_HOMO (spin up / spin down) = -6.93 / -7.09 eV
Kohn-Sham gap (spin up / spin down) = 6.124 / 5.389 eV
LUMO energy (spin up / spin down) = -0.81 / -1.70 eV
E = -4130.0345 a.u.
energy relative to the best compared isomer or geometry (same formula, charge and spin) = 266.5 kJ/mol

Results of the Löwdin charge analysis, in e, for atoms 1 through 2: number 1, Fe, carries 0.674; number 2, C, carries -0.075

---

[2]
Formula: C4H7N
Source: the Open Molecules 2025 dataset
Level of theory: wB97M-V/def2-TZVPD

```
! RIJCOSX wB97M-V def2-TZVPD def2/J DEFGRID3
* xyz 0 1
C 0.780 0.183 -1.363
C 0.483 -0.782 -0.212
C 0.279 -0.074 1.098
C -0.884 0.003 1.675
N -2.012 0.325 2.055
H 0.987 -0.370 -2.285
H -0.065 0.854 -1.550
H 1.655 0.803 -1.138
H -0.405 -1.380 -0.448
H 1.315 -1.480 -0.090
H 1.085 0.475 1.568
H -2.087 1.176 1.510
*
```

E_HOMO = -9.00 eV
Kohn-Sham gap = 9.859 eV
LUMO energy = 0.86 eV
E = -211.3055 a.u.
energy relative to the best compared isomer or geometry (same formula, charge and spin) = 144.8 kJ/mol

Results of the Löwdin charge analysis, in e, for atoms 1 through 2: number 1, C, carries -0.115; number 2, C, carries -0.271

---

[3]
Formula: C7H11NO2S
Source: the Open Molecules 2025 dataset
Level of theory: wB97M-V/def2-TZVPD

```
! RIJCOSX wB97M-V def2-TZVPD def2/J DEFGRID3
* xyz 0 1
C 0.558 -0.955 -0.110
C 1.486 -1.559 -0.774
C 2.319 -2.194 -1.588
C -0.841 -0.782 -0.728
C 0.008 1.699 0.268
C 0.299 2.196 1.424
C -1.822 -1.980 -0.382
N 1.334 3.009 1.700
O -1.942 0.378 1.313
O -2.377 1.317 -0.908
S -1.442 0.729 0.012
H 0.681 -0.438 0.832
H 3.206 -1.842 -2.213
H 2.481 -3.301 -1.484
H -0.921 -0.687 -1.862
H 0.399 2.197 -0.552
H -0.171 1.809 2.380
H -2.526 -2.041 -1.186
H -2.445 -1.716 0.539
H -1.327 -2.890 -0.087
H 1.244 3.634 2.537
H 1.799 3.416 0.870
*
```

E_HOMO = -9.22 eV
Kohn-Sham gap = 9.867 eV
LUMO energy = 0.65 eV
E = -876.6151 a.u.
energy relative to the best compared isomer or geometry (same formula, charge and spin) = 289.9 kJ/mol

Results of the Löwdin charge analysis, in e, for atoms 1 through 2: number 1, C, carries -0.135; number 2, C, carries -0.099

---

[4]
Formula: C2H6NO3
Source: the Open Molecules 2025 dataset
Level of theory: wB97M-V/def2-TZVPD

```
! RIJCOSX wB97M-V def2-TZVPD def2/J DEFGRID3
* xyz -1 1
O -1.712 -0.030 -0.781
C -0.655 -0.033 -0.138
O -0.398 -0.607 0.950
C 0.514 0.814 -0.720
N 0.087 1.993 -1.478
H 1.093 0.201 -1.393
H 1.119 1.093 0.138
H -0.763 1.726 -1.974
H -0.306 2.632 -0.790
H -0.351 -2.810 2.371
H 0.773 -2.122 1.606
O 0.599 -2.858 2.210
*
```

E_HOMO = -4.24 eV
Kohn-Sham gap = 8.623 eV
LUMO energy = 4.38 eV
E = -360.3594 a.u.
energy relative to the best compared isomer or geometry (same formula, charge and spin) = 31.0 kJ/mol

Results of the Löwdin charge analysis, in e, for atoms 1 through 2: number 1, O, carries -0.065; number 2, C, carries -0.734

---

[5]
Formula: C3H3N4OS
Source: the Open Molecules 2025 dataset
Level of theory: wB97M-V/def2-TZVPD

```
! RIJCOSX wB97M-V def2-TZVPD def2/J DEFGRID3
* xyz 1 1
N 3.901 -0.088 0.132
C 2.880 0.351 -0.117
O 1.732 1.089 0.082
C 0.640 0.286 0.032
N 0.479 -1.032 -0.157
N -0.811 -1.450 -0.134
C -1.506 -0.328 0.086
S -3.290 -0.401 0.236
N -0.628 0.769 0.182
H 1.292 -1.639 -0.303
H -3.816 0.701 -0.390
H -0.873 1.744 0.350
*
```

E_HOMO = -14.32 eV
Kohn-Sham gap = 9.994 eV
LUMO energy = -4.32 eV
E = -808.2206 a.u.
energy relative to the best compared isomer or geometry (same formula, charge and spin) = 38.2 kJ/mol

Results of the Löwdin charge analysis, in e, for atoms 1 through 2: number 1, N, carries 0.263; number 2, C, carries -0.211

---

[6]
Formula: C3H5NiO3
Source: the Open Molecules 2025 dataset
Level of theory: wB97M-V/def2-TZVPD

```
! RIJCOSX wB97M-V def2-TZVPD def2/J DEFGRID3
* xyz 2 4
H 0.898 -1.591 0.641
C 0.456 -0.206 1.529
C 0.944 -0.465 0.133
O -0.116 -0.371 -0.761
C -0.025 0.122 -2.010
O -1.166 0.769 -2.081
H 1.043 -0.653 2.351
H 1.826 0.098 -0.185
H -1.381 1.086 -2.973
Ni -2.018 0.219 -0.064
O -0.990 0.108 1.632
H 0.531 0.884 1.786
*
```

E_HOMO (spin up / spin down) = -19.77 / -19.75 eV
Kohn-Sham gap (spin up / spin down) = 8.770 / 6.652 eV
LUMO energy (spin up / spin down) = -11.00 / -13.10 eV
E = -1850.3309 a.u.
energy relative to the best compared isomer or geometry (same formula, charge and spin) = 358.2 kJ/mol

Results of the Löwdin charge analysis, in e, for atoms 1 through 2: number 1, H, carries 0.238; number 2, C, carries -0.116